# 1
114
Properties=species:S:1:pos:R:3:mulliken_charge:R:1 method="wB97M-V/def2-TZVPD" e_lumo_ev=0.185 multiplicity=1 molar_mass_g_mol=764.430
C -1.82 -2.97 0.94 -0.42
C -3.13 -2.79 0.06 -0.43
O -2.79 -1.96 -1.07 -0.27
B -3.92 -1.39 -1.69 0.64
O -5.08 -2.16 -1.93 -0.45
O -3.83 -0.02 -2.11 -0.47
P -3.45 0.99 -0.86 0.79
O -3.66 0.34 0.48 -0.77
O -1.98 1.71 -1.01 -0.21
C -0.97 0.84 -1.58 -0.52
C 0.20 0.49 -0.52 0.01
N 0.13 1.51 0.56 0.67
C 1.32 2.41 0.55 -0.22
C 0.80 3.89 0.82 -1.22
C -0.12 0.92 1.87 0.06
C 0.95 0.09 2.66 -0.49
O -1.22 1.09 2.38 -0.51
O -4.55 2.24 -0.93 -0.44
B -5.43 2.20 0.20 0.76
N -6.53 1.22 0.22 -0.58
O -5.34 3.10 1.28 -0.40
H -2.08 -3.38 1.96 0.42
H -1.28 -1.99 1.07 -0.01
H -1.15 -3.69 0.39 -0.01
H -3.98 -2.37 0.68 0.28
H -3.38 -3.82 -0.33 0.34
H -5.12 -2.25 -2.91 0.30
H -0.49 1.42 -2.42 0.24
H -1.36 -0.14 -1.94 0.29
H 0.00 -0.54 -0.11 -0.25
H 1.16 0.49 -1.09 0.52
H 2.12 2.11 1.29 0.25
H 1.81 2.43 -0.47 0.27
H -0.09 4.06 0.14 0.19
H 0.38 3.97 1.86 0.31
H 1.59 4.66 0.63 0.37
H 1.98 0.53 2.64 0.32
H 0.63 0.09 3.74 0.38
H 0.95 -1.00 2.32 -0.40
H -7.12 1.48 1.02 0.21
H -7.14 1.36 -0.60 0.23
H -4.45 3.08 1.68 0.25
C 2.19 -3.72 2.54 -1.46
C 2.48 -3.08 1.21 0.71
O 1.85 -2.12 0.80 -0.39
N 3.49 -3.60 0.46 -0.20
C 4.36 -4.72 0.76 -0.90
H 1.36 -3.20 3.02 0.31
H 1.90 -4.77 2.40 0.41
H 3.06 -3.66 3.19 0.40
H 3.62 -3.11 -0.42 0.29
H 5.39 -4.37 0.76 0.34
H 4.24 -5.47 -0.03 0.23
H 4.13 -5.17 1.72 0.34
C 1.62 -7.70 -3.21 -1.27
C 2.52 -6.50 -3.03 0.81
O 3.62 -6.43 -3.57 -0.67
N 2.08 -5.48 -2.26 -0.05
C 0.83 -5.36 -1.55 -0.74
H 2.11 -8.43 -3.85 0.30
H 1.43 -8.17 -2.24 0.34
H 0.68 -7.40 -3.68 0.37
H 2.74 -4.72 -2.19 0.17
H 0.31 -4.47 -1.91 0.32
H 1.05 -5.23 -0.48 0.07
H 0.19 -6.23 -1.68 0.33
C 9.40 -7.86 -4.48 -1.21
C 8.28 -7.64 -3.49 0.80
O 8.49 -7.39 -2.31 -0.66
N 7.00 -7.73 -3.95 -0.11
C 6.54 -8.01 -5.30 -0.82
H 10.35 -7.76 -3.96 0.28
H 9.34 -8.87 -4.90 0.34
H 9.35 -7.12 -5.27 0.34
H 6.30 -7.57 -3.24 0.16
H 5.94 -7.17 -5.64 0.25
H 5.92 -8.91 -5.27 0.27
H 7.37 -8.16 -5.99 0.36
C 4.21 3.59 -3.98 -1.37
C 4.22 3.28 -2.51 0.73
O 3.19 3.26 -1.84 -0.61
N 5.42 3.02 -1.92 -0.15
C 6.73 2.99 -2.53 -0.87
H 3.18 3.77 -4.30 0.28
H 4.80 4.48 -4.19 0.38
H 4.60 2.74 -4.55 0.38
H 5.34 2.82 -0.93 0.22
H 7.16 2.00 -2.38 0.28
H 7.36 3.73 -2.03 0.29
H 6.69 3.22 -3.59 0.34
C -4.81 8.43 1.87 -0.75
C -6.04 8.55 1.02 0.67
O -6.43 9.62 0.58 -0.68
N -6.73 7.41 0.74 -0.10
C -6.44 6.06 1.17 -0.66
H -4.37 9.41 2.01 0.28
H -5.07 8.02 2.86 0.14
H -4.08 7.78 1.39 0.31
H -7.55 7.56 0.16 0.22
H -6.30 5.43 0.28 0.29
H -7.29 5.68 1.73 0.21
H -5.54 6.00 1.78 0.19
C -5.62 7.34 6.74 -1.38
C -5.38 6.51 5.50 0.82
O -5.19 7.03 4.41 -0.64
N -5.39 5.16 5.62 -0.08
C -5.59 4.36 6.82 -0.89
H -5.58 8.39 6.48 0.27
H -6.60 7.11 7.16 0.37
H -4.84 7.14 7.48 0.37
H -5.22 4.68 4.75 0.12
H -4.71 3.74 6.97 0.30
H -6.46 3.72 6.66 0.29
H -5.76 4.98 7.70 0.33

# 2
117
Properties=species:S:1:pos:R:3:mulliken_charge:R:1 method="wB97M-V/def2-TZVPD" e_lumo_ev=-3.729 multiplicity=1 total_charge=+1 molar_mass_g_mol=934.412
C 1.92 0.86 4.28 -1.18
C 1.95 -0.31 3.30 -0.22
N 1.43 0.01 1.93 -0.45
N 0.04 -0.20 1.86 1.80
N -0.73 0.78 2.31 -1.39
C -2.02 0.53 2.22 -0.37
C -2.91 1.66 2.69 -0.49
C -4.40 1.33 2.81 -0.99
C -5.19 1.68 1.57 -0.45
O -4.77 0.83 0.49 -0.41
C -2.55 -0.68 1.74 -0.32
C -1.71 -1.66 1.29 0.69
C -2.16 -3.00 0.76 -0.29
Br -4.09 -3.01 0.44 -0.08
C -1.86 -4.16 1.74 -0.53
C -2.06 -3.80 3.22 -0.95
C -0.33 -1.36 1.35 -0.21
B 0.83 -2.35 0.84 0.91
O 1.24 -3.26 1.77 -0.89
N 1.45 -2.33 -0.46 0.04
C 2.69 -1.53 -0.52 -1.22
C 0.55 -2.06 -1.58 -0.91
H 1.10 1.55 4.11 0.38
H 2.89 1.35 4.32 0.32
H 1.77 0.44 5.28 0.31
H 2.93 -0.75 3.19 0.43
H 1.30 -1.10 3.68 0.03
H 1.56 1.00 1.78 0.34
H -2.53 2.02 3.65 0.50
H -2.78 2.47 1.98 0.28
H -4.82 1.98 3.59 0.43
H -4.62 0.31 3.12 0.36
H -6.26 1.55 1.75 0.48
H -5.03 2.72 1.27 0.22
H -5.45 0.83 -0.18 0.27
H -3.61 -0.86 1.70 0.28
H -1.69 -3.20 -0.20 0.34
H -2.52 -4.99 1.49 0.68
H -0.85 -4.51 1.58 0.19
H -1.12 -3.65 3.74 0.26
H -2.55 -4.63 3.73 0.39
H -2.70 -2.94 3.37 0.18
H 1.58 -4.05 1.34 0.33
H 3.30 -1.89 -1.34 0.33
H 2.45 -0.48 -0.76 0.45
H 3.25 -1.56 0.41 0.33
H 0.94 -1.22 -2.16 0.40
H 0.50 -2.89 -2.28 0.30
H -0.47 -1.81 -1.29 0.04
C 6.45 -3.48 7.95 -0.68
O 5.95 -2.17 7.59 -0.28
P 4.37 -1.86 7.81 1.02
O 4.12 -0.63 7.03 -0.62
O 4.50 -1.63 9.39 -0.35
C 5.22 -0.48 9.86 -0.67
O 2.96 -2.61 8.04 -0.25
C 2.47 -3.45 6.98 -0.48
H 7.53 -3.45 7.82 0.25
H 6.22 -3.71 8.99 0.33
H 6.04 -4.24 7.30 0.27
H 5.26 0.30 9.10 0.33
H 6.23 -0.77 10.15 0.24
H 4.69 -0.10 10.74 0.24
H 3.17 -4.26 6.77 0.31
H 2.30 -2.86 6.08 0.11
H 1.53 -3.87 7.32 0.26
C -5.94 4.64 -1.87 -0.35
O -4.90 4.96 -2.82 -0.30
P -4.23 3.75 -3.67 0.96
O -2.99 4.32 -4.23 -0.69
O -5.43 3.57 -4.71 -0.34
C -5.66 4.60 -5.68 -0.73
O -4.04 2.16 -3.55 -0.12
C -3.32 1.66 -2.40 -0.50
H -6.32 5.58 -1.48 0.29
H -6.75 4.10 -2.36 0.33
H -5.54 4.06 -1.05 -0.05
H -4.76 5.20 -5.84 0.35
H -6.48 5.24 -5.35 0.25
H -5.94 4.12 -6.61 0.24
H -3.82 1.95 -1.48 0.15
H -2.30 2.04 -2.40 0.37
H -3.30 0.58 -2.46 0.14
C -0.82 -0.39 -5.11 -0.55
O -0.48 -1.78 -5.17 -0.05
P -1.44 -2.80 -6.00 0.92
O -1.05 -4.14 -5.53 -0.67
O -0.88 -2.41 -7.46 -0.38
C 0.45 -2.78 -7.80 -0.71
O -2.94 -2.85 -6.55 -0.28
C -4.01 -2.76 -5.58 -0.56
H -0.02 0.13 -4.59 0.23
H -0.92 0.04 -6.11 0.42
H -1.75 -0.25 -4.55 0.10
H 0.80 -3.62 -7.20 0.34
H 1.12 -1.93 -7.67 0.25
H 0.44 -3.07 -8.85 0.24
H -3.96 -1.82 -5.03 0.16
H -3.96 -3.60 -4.88 0.33
H -4.95 -2.80 -6.13 0.24
C 5.21 5.26 -2.47 -0.70
O 5.05 3.85 -2.21 -0.29
P 4.04 2.99 -3.15 0.88
O 3.83 1.73 -2.42 -0.47
O 5.07 2.88 -4.38 -0.35
C 6.25 2.10 -4.22 -0.67
O 2.83 3.19 -4.19 -0.22
C 1.60 3.75 -3.70 -0.69
H 5.98 5.63 -1.80 0.24
H 5.51 5.43 -3.50 0.33
H 4.28 5.79 -2.26 0.27
H 6.13 1.36 -3.43 0.31
H 7.10 2.74 -3.99 0.25
H 6.44 1.59 -5.16 0.24
H 1.76 4.76 -3.30 0.32
H 1.17 3.11 -2.93 0.28
H 0.91 3.82 -4.54 0.25

# 3
114
Properties=species:S:1:pos:R:3:mulliken_charge:R:1 method="wB97M-V/def2-TZVPD" smiles="COP(=O)(OC)OC.COP(=O)(OC)OC.CNC(C)=O.CNC(C)=O.CNC(C)=O.CNC(C)=O.CNC(C)=O.CNC(C)=O.ClCCCl" e_lumo_ev=0.398 multiplicity=1 molar_mass_g_mol=817.680
C 1.48 -4.84 5.33 -0.77
O 1.40 -4.30 3.99 -0.39
P 1.94 -2.83 3.68 0.63
O 3.23 -2.45 4.26 -0.83
O 1.86 -2.80 2.07 0.07
C 0.70 -3.33 1.42 -0.08
O 0.73 -1.83 4.03 0.17
C 0.79 -1.09 5.24 -0.89
H 2.11 -5.72 5.23 0.28
H 0.49 -5.12 5.67 0.27
H 1.92 -4.12 6.01 0.33
H -0.19 -3.20 2.05 0.43
H 0.82 -4.40 1.22 0.55
H 0.56 -2.83 0.46 -0.53
H 0.62 -1.71 6.13 0.34
H 0.07 -0.27 5.22 0.24
H 1.76 -0.62 5.41 0.40
C 4.92 -2.49 -5.60 -0.89
O 5.05 -2.87 -4.24 -0.23
P 5.63 -1.82 -3.20 1.19
O 5.18 -0.45 -3.43 -0.76
O 7.23 -1.99 -3.31 -0.37
C 7.82 -3.27 -3.46 -0.69
O 5.23 -2.44 -1.81 -0.14
C 5.69 -1.90 -0.56 -0.50
H 3.94 -2.77 -5.99 0.26
H 5.70 -2.96 -6.20 0.32
H 4.86 -1.41 -5.79 0.38
H 8.59 -3.17 -4.23 0.25
H 7.13 -4.04 -3.79 0.31
H 8.33 -3.59 -2.55 0.28
H 5.96 -2.72 0.09 0.25
H 4.88 -1.32 -0.11 0.04
H 6.59 -1.30 -0.73 0.39
C -1.72 -0.86 2.28 0.51
N -1.48 0.47 2.77 0.53
C -0.31 0.89 3.31 0.85
C -0.34 2.31 3.86 -1.37
O 0.69 0.19 3.40 -0.59
H -0.87 -1.54 2.30 -0.71
H -2.05 -0.83 1.23 -0.72
H -2.57 -1.31 2.80 0.60
H -2.29 1.09 2.75 -0.01
H 0.68 2.70 3.81 0.39
H -0.71 2.27 4.88 0.38
H -0.98 2.96 3.28 0.17
C -3.00 -2.01 -4.90 -0.73
N -2.18 -0.80 -5.04 -0.22
C -1.47 -0.26 -4.05 0.71
C -0.57 0.92 -4.43 -1.14
O -1.43 -0.69 -2.90 -0.69
H -2.68 -2.72 -5.66 0.33
H -4.04 -1.74 -5.06 0.33
H -2.90 -2.46 -3.92 0.12
H -2.19 -0.36 -5.94 0.21
H -0.58 1.66 -3.63 0.23
H -0.86 1.42 -5.36 0.43
H 0.44 0.52 -4.51 0.25
C -2.23 9.11 2.39 -0.94
N -1.54 7.93 1.93 -0.17
C -1.54 7.47 0.66 0.71
C -0.58 6.31 0.39 -0.64
O -2.17 8.00 -0.24 -0.66
H -3.16 9.17 1.83 0.30
H -1.67 10.04 2.30 0.31
H -2.55 8.99 3.43 0.35
H -0.95 7.47 2.61 0.21
H -1.17 5.40 0.43 -0.20
H 0.22 6.33 1.14 0.40
H -0.16 6.34 -0.61 0.34
C -3.16 -2.88 -0.69 -0.81
N -3.11 -1.44 -0.69 0.40
C -3.85 -0.49 -0.10 1.10
C -4.86 -0.85 0.96 -1.29
O -3.67 0.69 -0.41 -0.83
H -3.28 -3.25 -1.71 0.20
H -3.91 -3.25 0.00 0.34
H -2.17 -3.29 -0.44 0.15
H -2.50 -0.99 -1.38 -0.28
H -4.80 -1.89 1.30 0.36
H -5.89 -0.75 0.63 0.38
H -4.71 -0.20 1.81 0.26
C -3.92 4.10 -0.05 -1.10
N -3.68 3.13 1.05 0.34
C -3.79 3.36 2.37 0.95
C -3.95 4.78 2.86 -1.32
O -3.69 2.43 3.18 -0.78
H -4.46 3.63 -0.86 0.33
H -2.95 4.47 -0.37 0.25
H -4.55 4.90 0.32 0.43
H -3.62 2.19 0.70 0.03
H -3.43 4.87 3.81 0.36
H -5.00 5.00 3.04 0.35
H -3.57 5.55 2.19 0.17
C 2.07 -1.99 -2.39 -1.25
N 0.72 -2.56 -2.48 0.64
C 0.45 -3.89 -2.46 0.81
C 1.59 -4.83 -2.53 -1.35
O -0.72 -4.27 -2.39 -0.66
H 2.62 -2.30 -1.50 0.24
H 1.91 -0.91 -2.33 0.32
H 2.75 -2.15 -3.23 0.33
H 0.05 -1.81 -2.45 -0.09
H 2.52 -4.54 -2.05 0.33
H 1.78 -4.93 -3.61 0.33
H 1.29 -5.81 -2.18 0.36
Cl 2.45 0.37 0.09 -0.22
C 0.75 0.38 0.63 0.63
C -0.12 1.40 -0.09 1.14
Cl 0.57 3.02 0.05 -0.21
H 0.75 0.64 1.69 -0.41
H 0.33 -0.61 0.50 -0.55
H -1.14 1.38 0.29 -0.39
H -0.18 1.17 -1.15 -0.16

# 4
107
Properties=species:S:1:pos:R:3:mulliken_charge:R:1 method="wB97M-V/def2-TZVPD" smiles="CC(=O)N(C)CCCCN(C[C@H](C)O)S(=O)(=O)F.COC[C@@H](C)N.COC[C@@H](C)N.COC[C@@H](C)N.COC[C@@H](C)N" e_lumo_ev=0.304 multiplicity=1 molar_mass_g_mol=640.905
C -0.14 1.35 4.23 -0.77
C -0.33 0.14 5.13 0.58
O 0.10 0.16 6.27 -0.60
N -0.97 -1.04 4.60 0.10
C -0.11 -1.53 3.51 -1.22
C -2.34 -0.74 4.11 -0.60
C -3.33 -1.58 4.90 -0.88
C -4.80 -1.34 4.54 -0.32
C -5.41 -0.16 5.28 -1.04
N -4.84 1.16 4.90 0.38
C -5.63 1.86 3.86 -1.45
C -5.46 1.31 2.44 0.22
C -6.59 0.33 2.05 -1.10
O -4.17 0.79 2.21 -0.52
S -4.73 2.23 6.17 1.15
O -5.96 2.92 6.40 -0.65
O -3.59 3.05 5.95 -0.56
F -4.47 1.31 7.38 -0.23
H -0.88 1.39 3.44 0.31
H 0.84 1.31 3.75 0.11
H -0.18 2.24 4.83 0.32
H -0.21 -0.89 2.63 0.38
H -0.38 -2.55 3.28 0.37
H 0.94 -1.49 3.79 0.49
H -2.54 0.32 4.21 0.45
H -2.38 -1.04 3.07 0.36
H -3.10 -2.62 4.70 0.31
H -3.21 -1.33 5.95 0.24
H -4.98 -1.30 3.47 0.08
H -5.36 -2.20 4.91 0.48
H -6.49 -0.14 5.15 0.30
H -5.26 -0.37 6.34 0.58
H -6.69 1.87 4.11 0.40
H -5.29 2.89 3.85 0.76
H -5.59 2.17 1.78 0.42
H -7.33 0.87 1.46 0.40
H -6.21 -0.49 1.45 0.11
H -7.12 -0.03 2.92 0.30
H -4.22 0.07 1.59 0.31
C 4.62 -1.89 -1.20 -0.44
O 4.69 -2.68 -0.03 -0.40
C 5.20 -2.01 1.11 -0.50
C 4.17 -1.15 1.86 0.17
C 3.84 0.17 1.17 -1.30
N 2.92 -1.88 2.10 -0.45
H 5.44 -1.17 -1.26 0.13
H 3.66 -1.37 -1.26 0.22
H 4.68 -2.57 -2.06 0.29
H 5.54 -2.80 1.78 0.39
H 6.08 -1.41 0.84 0.22
H 4.60 -0.91 2.84 0.34
H 3.19 0.03 0.31 0.28
H 3.33 0.84 1.86 0.27
H 4.75 0.67 0.83 0.29
H 3.12 -2.71 2.65 0.28
H 2.60 -2.25 1.21 0.25
C 8.40 -0.01 -1.79 -0.80
O 7.22 0.67 -2.20 -0.24
C 7.31 2.08 -2.21 -0.73
C 7.97 2.68 -3.46 0.43
C 9.49 2.54 -3.49 -1.50
N 7.42 2.10 -4.69 -0.69
H 8.94 0.55 -1.02 0.36
H 9.06 -0.20 -2.64 0.23
H 8.10 -0.97 -1.38 0.26
H 6.28 2.43 -2.17 0.30
H 7.80 2.43 -1.29 0.42
H 7.73 3.75 -3.46 0.44
H 9.81 1.53 -3.73 0.29
H 9.91 3.21 -4.24 0.37
H 9.92 2.82 -2.52 0.35
H 6.41 2.28 -4.72 0.25
H 7.48 1.09 -4.61 0.36
C 1.84 2.61 -7.99 -0.64
O 2.75 3.60 -7.52 -0.38
C 2.44 4.13 -6.25 -0.70
C 2.92 3.29 -5.07 0.17
C 2.05 2.06 -4.80 -1.41
N 4.31 2.85 -5.23 -0.57
H 0.82 2.82 -7.68 0.30
H 2.14 1.61 -7.66 0.23
H 1.88 2.63 -9.08 0.26
H 2.97 5.09 -6.21 0.35
H 1.37 4.36 -6.18 0.43
H 2.87 3.92 -4.18 0.36
H 2.23 1.26 -5.52 0.31
H 2.27 1.66 -3.81 0.31
H 0.99 2.32 -4.83 0.35
H 4.90 3.68 -5.31 0.29
H 4.39 2.41 -6.14 0.24
C -4.97 -4.56 -0.73 -0.71
O -5.42 -3.22 -0.83 -0.33
C -6.35 -2.96 -1.86 -0.75
C -7.81 -3.31 -1.51 0.40
C -8.12 -4.80 -1.55 -1.46
N -8.19 -2.78 -0.19 -0.71
H -4.90 -5.03 -1.72 0.32
H -5.63 -5.15 -0.09 0.26
H -3.98 -4.55 -0.28 0.24
H -6.29 -1.89 -2.04 0.33
H -6.04 -3.46 -2.79 0.43
H -8.44 -2.82 -2.26 0.40
H -7.72 -5.33 -0.68 0.27
H -9.20 -4.96 -1.56 0.37
H -7.71 -5.26 -2.45 0.35
H -8.07 -1.77 -0.20 0.25
H -7.49 -3.10 0.47 0.32